{"formula": "C3H7N", "method": "ωB97M-V/def2-TZVPD", "elements": ["C", "C", "C", "N", "H", "H", "H", "H", "H", "H", "H"], "positions_angstrom": [[-2.01, -0.88, 0.63], [1.28, 1.41, 1.02], [0.72, 0.77, -0.03], [-2.25, -0.30, 1.59], [-1.94, -1.63, -0.07], [-0.08, 5.29, 2.43], [0.52, 5.06, 2.85], [2.03, 2.14, 1.02], [1.10, 0.96, 2.01], [0.74, 0.98, -1.10], [0.16, -0.08, 0.25]], "lowdin_charge": [-0.0876, -0.0521, -0.0703, 0.0838, 0.0360, 0.0024, 0.0000, 0.0167, 0.0519, 0.0519, -0.0327], "lumo_ha": 0.039, "e_above_lowest_ev": 2.659, "smiles": "[H][H].C#N.C=C"}



{"formula": "C2H8NO", "method": "ωB97M-V/def2-TZVPD", "elements": ["C", "C", "N", "H", "H", "H", "H", "H", "H", "H", "H", "O"], "positions_angstrom": [[-0.63, 0.84, -1.05], [-1.35, -0.77, 0.71], [-0.49, -0.09, 0.06], [-1.16, 0.33, -1.86], [0.35, 1.11, -1.43], [-1.23, 1.65, -0.65], [-2.35, -0.73, 0.26], [-1.13, -1.09, 1.72], [0.49, -0.37, 0.37], [2.82, -1.00, 0.45], [2.54, 0.41, 0.96], [2.15, -0.30, 0.45]], "lowdin_charge": [0.0090, 0.1772, -0.0301, 0.1140, 0.1028, 0.1140, 0.1289, 0.1283, 0.1048, 0.0932, 0.0791, -0.0212], "lumo_ha": -0.183, "charge": 1, "e_above_lowest_ev": 1.040}



{"formula": "H3NS2", "method": "ωB97M-V/def2-TZVPD", "elements": ["N", "S", "S", "H", "H", "H"], "positions_angstrom": [[1.53, -1.11, -0.80], [-2.07, 1.48, 0.76], [0.26, -0.86, 0.09], [2.46, -0.85, -0.46], [-1.39, 2.42, 1.28], [-0.80, -1.07, -0.87]], "lowdin_charge": [-0.4828, 0.3241, 0.6175, -0.0213, -0.3642, -0.0733], "lumo_ha": [-0.020, -0.088], "e_above_lowest_ev": 3.241}



{"formula": "C18H34BrN2O5", "method": "ωB97M-V/def2-TZVPD", "elements": ["C", "O", "C", "C", "C", "C", "C", "C", "C", "C", "C", "C", "C", "C", "C", "C", "N", "O", "C", "O", "O", "C", "N", "Br", "H", "H", "H", "H", "H", "H", "H", "H", "H", "H", "H", "H", "H", "H", "H", "H", "H", "H", "H", "H", "H", "H", "H", "H", "H", "H", "H", "H", "H", "H", "H", "C", "O", "H", "H", "H"], "positions_angstrom": [[4.91, -2.11, 0.21], [5.32, -1.27, 1.35], [5.88, 0.03, 0.90], [4.72, 0.98, 0.17], [3.77, 1.54, 1.39], [2.22, 1.88, 0.91], [2.32, 3.31, 0.06], [0.79, 3.96, -0.10], [-0.03, 3.06, -1.24], [-1.50, 2.52, -0.69], [-1.87, 1.11, -1.46], [-2.41, -0.08, -0.46], [-1.50, -1.44, -0.43], [-2.25, -2.52, 0.56], [-2.39, -1.98, 2.13], [-3.67, -1.05, 2.66], [-1.47, -2.30, 3.13], [-0.15, -0.95, -0.02], [0.86, -1.48, -0.96], [2.08, -1.06, -1.29], [0.19, -2.68, -1.57], [-1.22, -2.28, -1.81], [-1.23, -1.59, -3.15], [-2.23, -3.97, -2.19], [3.75, -2.36, 0.31], [5.11, -1.64, -0.84], [5.49, -3.15, 0.22], [6.19, 0.63, 1.89], [6.83, -0.11, 0.23], [5.29, 1.89, -0.29], [4.14, 0.42, -0.68], [3.81, 0.73, 2.25], [4.23, 2.59, 1.73], [1.51, 2.00, 1.86], [1.74, 1.04, 0.25], [3.07, 4.08, 0.53], [2.66, 3.02, -1.04], [0.15, 3.87, 0.89], [0.92, 5.06, -0.49], [0.71, 2.18, -1.53], [-0.16, 3.70, -2.24], [-1.57, 2.45, 0.48], [-2.28, 3.34, -1.07], [-2.75, 1.30, -2.24], [-0.89, 0.78, -2.03], [-2.37, 0.38, 0.64], [-3.56, -0.35, -0.62], [-3.38, -2.75, 0.23], [-1.61, -3.53, 0.65], [-4.48, -0.97, 1.79], [-3.27, 0.00, 2.99], [-4.20, -1.56, 3.57], [-1.79, -1.83, 4.03], [-0.25, -1.62, -3.53], [-1.79, -2.17, -3.83], [-6.45, -1.80, -0.43], [-5.22, -1.36, -0.17], [-6.58, -2.41, -1.33], [-6.93, -2.44, 0.33], [-7.23, -1.04, -0.58]], "lowdin_charge": [-0.1295, -0.2633, -0.2218, -0.1788, -0.2122, -0.1930, -0.2172, -0.2123, -0.2186, -0.1940, -0.1882, -0.0947, -0.3023, -0.1165, -0.2733, -0.1025, 0.0257, 0.0067, -0.2127, 0.0020, -0.0849, -0.6896, 0.0179, 0.7661, 0.1003, 0.0954, 0.0977, 0.1321, 0.1189, 0.1083, 0.0961, 0.1172, 0.1089, 0.1190, 0.0942, 0.1024, 0.1135, 0.1009, 0.0961, 0.0902, 0.1154, 0.1030, 0.1109, 0.1210, 0.0904, 0.1179, 0.1075, 0.1111, 0.1187, 0.0632, 0.0716, 0.0714, 0.0248, 0.0973, 0.0416, -0.4687, -0.3944, 0.0299, 0.0325, 0.0305], "lumo_ha": 0.094, "charge": -1}



{"formula": "C32H73N3O28S7", "method": "ωB97M-V/def2-TZVPD", "elements": ["C", "C", "N", "C", "C", "C", "C", "H", "H", "H", "H", "H", "H", "H", "H", "H", "H", "H", "H", "H", "H", "H", "C", "C", "N", "C", "C", "C", "C", "H", "H", "H", "H", "H", "H", "H", "H", "H", "H", "H", "H", "H", "H", "H", "C", "C", "N", "C", "C", "C", "C", "H", "H", "H", "H", "H", "H", "H", "H", "H", "H", "H", "H", "H", "H", "H", "C", "C", "O", "S", "O", "O", "O", "H", "H", "H", "H", "C", "C", "O", "S", "O", "O", "O", "H", "H", "H", "H", "C", "C", "O", "S", "O", "O", "O", "H", "H", "H", "H", "C", "C", "O", "S", "O", "O", "O", "H", "H", "H", "H", "C", "C", "O", "S", "O", "O", "O", "H", "H", "H", "H", "C", "C", "O", "S", "O", "O", "O", "H", "H", "H", "H", "C", "C", "O", "S", "O", "O", "O", "H", "H", "H", "H"], "positions_angstrom": [[0.71, 6.05, -1.34], [0.21, 5.17, -0.27], [0.87, 5.37, 1.04], [0.61, 6.71, 1.44], [0.62, 6.85, 3.02], [2.32, 5.13, 1.02], [2.71, 3.63, 0.82], [0.08, 5.73, -2.17], [1.73, 5.74, -1.55], [0.54, 7.11, -1.15], [-0.88, 5.16, -0.27], [0.43, 4.14, -0.54], [1.34, 7.39, 1.01], [-0.35, 7.03, 1.03], [0.39, 7.88, 3.29], [-0.13, 6.16, 3.40], [1.56, 6.55, 3.49], [2.59, 5.36, 2.05], [2.88, 5.81, 0.37], [2.45, 3.31, -0.19], [2.33, 2.97, 1.60], [3.78, 3.56, 1.03], [2.48, -2.48, -2.08], [2.57, -3.44, -3.30], [3.08, -2.75, -4.56], [2.27, -1.58, -4.97], [0.88, -1.89, -5.58], [3.32, -3.73, -5.61], [3.85, -3.15, -6.96], [3.46, -2.03, -1.87], [2.19, -2.98, -1.16], [1.86, -1.60, -2.26], [3.10, -4.35, -3.00], [1.60, -3.87, -3.51], [2.04, -0.82, -4.22], [2.83, -0.94, -5.66], [1.00, -2.27, -6.60], [0.22, -2.55, -5.01], [0.39, -0.92, -5.65], [2.44, -4.29, -5.90], [4.07, -4.45, -5.25], [4.64, -2.40, -6.90], [2.94, -2.70, -7.36], [4.23, -3.91, -7.63], [-3.46, -2.19, 1.14], [-3.15, -3.25, -0.02], [-2.22, -4.30, 0.39], [-1.66, -4.93, -0.81], [-0.57, -4.05, -1.38], [-2.67, -5.30, 1.37], [-1.49, -6.08, 2.02], [-3.99, -1.30, 0.81], [-2.54, -1.94, 1.66], [-4.18, -2.63, 1.83], [-4.09, -3.74, -0.25], [-2.87, -2.78, -0.97], [-1.35, -5.96, -0.67], [-2.48, -5.06, -1.52], [-1.00, -3.06, -1.51], [0.14, -4.05, -0.55], [-0.10, -4.46, -2.27], [-3.50, -5.89, 0.96], [-3.16, -4.79, 2.20], [-0.68, -5.40, 2.26], [-1.08, -6.84, 1.35], [-1.68, -6.67, 2.92], [-2.78, -3.29, 4.89], [-1.64, -2.77, 3.98], [-1.68, -1.38, 4.07], [-2.98, -0.85, 4.87], [-4.12, -0.64, 3.91], [-2.62, 0.27, 5.79], [-3.17, -2.28, 5.69], [-2.46, -4.12, 5.51], [-3.68, -3.63, 4.39], [-1.56, -3.10, 2.95], [-0.74, -3.12, 4.48], [-1.21, 0.59, -1.95], [-0.07, 1.55, -1.68], [0.05, 1.52, -0.25], [-0.49, 0.10, 0.42], [-1.17, 0.20, 1.72], [0.54, -0.91, 0.18], [-1.67, 0.05, -0.74], [-0.85, -0.23, -2.56], [-2.12, 1.03, -2.36], [-0.40, 2.53, -2.02], [0.84, 1.20, -2.16], [2.41, -4.12, 2.96], [3.04, -2.76, 2.62], [3.24, -2.01, 3.80], [2.45, -2.69, 5.06], [1.53, -1.71, 5.64], [3.31, -3.45, 5.93], [1.63, -3.75, 4.08], [3.19, -4.83, 3.23], [1.78, -4.47, 2.14], [2.34, -2.22, 1.98], [4.05, -2.83, 2.21], [3.68, 2.14, -3.43], [4.20, 2.77, -4.77], [3.00, 2.85, -5.52], [1.69, 3.22, -4.58], [0.59, 2.24, -4.91], [1.48, 4.66, -4.62], [2.50, 2.92, -3.17], [4.37, 2.27, -2.60], [3.51, 1.06, -3.43], [4.85, 2.09, -5.32], [4.70, 3.72, -4.61], [0.70, 1.33, 4.65], [1.26, 0.85, 3.33], [2.69, 0.73, 3.51], [3.31, 1.72, 4.70], [3.66, 3.01, 3.99], [4.22, 1.03, 5.61], [1.80, 1.78, 5.45], [-0.04, 0.72, 5.16], [0.07, 2.21, 4.48], [0.89, 1.38, 2.45], [0.89, -0.16, 3.12], [-3.19, 3.09, 3.02], [-1.88, 3.93, 2.81], [-1.54, 4.40, 4.10], [-2.55, 3.81, 5.32], [-3.58, 4.82, 5.61], [-1.83, 3.19, 6.44], [-3.09, 2.66, 4.31], [-3.17, 2.19, 2.40], [-4.07, 3.68, 2.79], [-2.04, 4.76, 2.12], [-0.97, 3.51, 2.39], [-5.02, 0.97, -3.35], [-5.67, 0.32, -4.53], [-5.06, -0.87, -4.73], [-4.47, -1.51, -3.34], [-3.14, -2.04, -3.62], [-5.43, -2.34, -2.68], [-4.36, -0.06, -2.54], [-5.76, 1.30, -2.63], [-4.30, 1.79, -3.44], [-5.63, 0.95, -5.42], [-6.70, 0.00, -4.35]], "lowdin_charge": [-0.0883, -0.2891, -0.1820, -0.2790, -0.0413, -0.2162, -0.0504, 0.0773, 0.0788, 0.0814, 0.1140, 0.0787, 0.1047, 0.1133, 0.0678, 0.0437, 0.0640, 0.1024, 0.1098, 0.0482, 0.0477, 0.0725, -0.0866, -0.2090, -0.1632, -0.2450, -0.0672, -0.2649, -0.0814, 0.0709, 0.0498, 0.0415, 0.1101, 0.0754, 0.0729, 0.1043, 0.0572, 0.0704, 0.0646, 0.1058, 0.1072, 0.0695, 0.0471, 0.0690, -0.0493, -0.2043, -0.1939, -0.2616, -0.0680, -0.2306, -0.0682, 0.0747, 0.0299, 0.0633, 0.1073, 0.0773, 0.1081, 0.1132, 0.0605, 0.0664, 0.0675, 0.1157, 0.0858, 0.0522, 0.0565, 0.0691, -0.2402, -0.1720, -0.2141, 0.7893, -0.2659, -0.2452, -0.1608, 0.1403, 0.1217, 0.1076, 0.1076, -0.1859, -0.1569, -0.2183, 0.7381, -0.2392, -0.2389, -0.2043, 0.1295, 0.1202, 0.1272, 0.1131, -0.1573, -0.1691, -0.2021, 0.7168, -0.2273, -0.2175, -0.2285, 0.1298, 0.1265, 0.1175, 0.1387, -0.1478, -0.1500, -0.2125, 0.7491, -0.2778, -0.2429, -0.2399, 0.1336, 0.1167, 0.1356, 0.1335, -0.1507, -0.1773, -0.2300, 0.7984, -0.2818, -0.2405, -0.1917, 0.1164, 0.1059, 0.0866, 0.0999, -0.1853, -0.1744, -0.2302, 0.7562, -0.2505, -0.2350, -0.2154, 0.1273, 0.1324, 0.1160, 0.1118, -0.1396, -0.2251, -0.1793, 0.6986, -0.2490, -0.2192, -0.2228, 0.1318, 0.1280, 0.1446, 0.1382], "lumo_ha": -0.008, "e_above_lowest_ev": 6.228, "smiles": "O=S1(=O)OCCO1.O=S1(=O)OCCO1.O=S1(=O)OCCO1.O=S1(=O)OCCO1.O=S1(=O)OCCO1.O=S1(=O)OCCO1.O=S1(=O)OCCO1.CCN(CC)CC.CCN(CC)CC.CCN(CC)CC"}



{"formula": "C3H6N2O3", "method": "ωB97M-V/def2-TZVPD", "elements": ["N", "C", "C", "N", "C", "O", "O", "O", "H", "H", "H", "H", "H", "H"], "positions_angstrom": [[-0.54, 0.14, -1.08], [-1.39, 0.25, 0.11], [0.74, 0.33, -0.71], [-1.36, -0.90, 0.92], [0.85, 0.56, 0.65], [1.69, 0.57, -1.63], [1.85, -0.06, 1.36], [-2.35, 1.01, 0.06], [2.30, -0.11, -1.94], [1.91, -0.98, 1.06], [-0.89, 0.38, -2.00], [-1.24, -1.79, 0.45], [-2.07, -0.87, 1.64], [0.50, 1.47, 1.11]], "lowdin_charge": [0.1607, -0.5538, -0.3999, 0.1126, -0.1784, 0.0917, 0.0033, 0.0640, 0.1163, 0.0974, 0.1551, 0.0972, 0.0970, 0.1370], "lumo_ha": [0.010, 0.010], "e_above_lowest_ev": 4.283, "smiles": "NC(=O)N/C(O)=C/O"}



no.,energy (eV)
1,-4711.4981
2,-5733.8443
3,-23205.7444
4,-102468.0242
5,-172002.3667
6,-12327.9448